[1]
82
Properties=species:S:1:pos:R:3:forces:R:3 method="wB97M-V/def2-TZVPD" charge=-1 de_lowest_ev=0.000 orbital_gap_ha=0.1412 max_force_ev_per_a=1.110
C 2.56339 -2.45067 2.04897 -0.092 0.008 0.008
C 2.38841 -1.32503 3.08134 0.456 -0.263 -0.519
P 1.47200 0.19700 2.56802 -0.461 0.537 0.856
C 2.65562 1.16363 1.51650 0.241 -0.405 -0.239
C 3.58015 0.40469 0.57133 0.011 -0.052 -0.099
B -0.08438 -0.31006 1.43081 -0.430 -0.120 -0.756
O -1.30914 0.32509 2.02170 0.368 -0.008 0.262
C -2.33483 -0.63934 2.07247 -0.061 -0.057 0.093
C -3.28739 -0.34436 3.24615 -0.027 0.015 -0.355
C -3.07589 -0.61278 0.72803 0.390 -0.069 -0.044
C -3.21739 0.76754 0.07346 -0.617 -0.224 -0.361
C -3.66631 1.88778 1.00518 0.343 0.212 -0.216
C -4.20171 0.65179 -1.12306 0.047 0.097 0.258
C -1.49809 -1.94759 2.28432 -0.528 -0.012 -0.022
C -1.01888 -2.01489 3.74110 -0.067 -0.110 0.099
P -2.14092 -3.68180 1.94250 0.434 -0.110 0.098
C -3.70744 -3.82666 2.90204 0.019 -0.086 -0.230
C -2.84396 -3.78953 0.23909 -0.157 0.108 0.151
C -3.08953 -5.25411 -0.14578 -0.032 0.443 0.050
O -0.40913 -1.77476 1.42188 0.098 0.092 0.035
H 3.43008 -3.07686 2.27385 0.057 -0.071 0.073
H 2.68979 -2.05221 1.04716 0.051 0.008 -0.099
H 1.67757 -3.07856 2.01223 -0.082 -0.039 -0.005
H 1.90072 -1.73553 3.96211 -0.123 0.108 0.145
H 3.37448 -0.99732 3.42130 0.057 0.107 0.069
H 2.02620 1.82088 0.91524 -0.135 0.151 0.069
H 3.25417 1.78923 2.17792 0.029 0.132 0.047
H 4.23662 1.08032 0.01592 0.041 0.092 -0.046
H 2.99898 -0.16776 -0.15008 -0.054 -0.054 -0.084
H 4.21830 -0.29399 1.11034 0.055 -0.058 0.054
H 0.05876 0.08053 0.26751 0.298 -0.057 0.057
H -2.83914 0.41720 3.87700 0.014 0.021 0.168
H -3.49596 -1.23485 3.82943 0.004 -0.075 0.141
H -4.24584 0.01446 2.87939 -0.058 0.129 0.065
H -2.48315 -1.20709 0.03961 0.024 -0.157 -0.217
H -4.05328 -1.09281 0.80390 -0.169 -0.033 0.159
H -2.24988 1.02117 -0.35052 0.169 0.142 0.257
H -3.90234 2.77430 0.41334 -0.093 0.078 -0.026
H -2.86305 2.16356 1.68262 -0.023 -0.134 0.244
H -4.54703 1.61854 1.58254 -0.165 0.018 0.020
H -3.68097 0.64389 -2.07806 0.037 -0.097 -0.115
H -4.81293 -0.24715 -1.05813 -0.023 -0.131 -0.045
H -4.89383 1.49367 -1.13314 -0.023 0.111 -0.090
H -0.23476 -2.76446 3.81556 0.167 0.024 -0.001
H -1.80745 -2.30404 4.43469 -0.081 -0.037 0.048
H -0.64887 -1.03970 4.05472 0.163 0.063 -0.025
H -4.07734 -4.83327 2.70850 -0.097 -0.087 0.038
H -4.48176 -3.11953 2.60616 -0.039 0.149 0.065
H -3.50188 -3.75915 3.96569 -0.064 0.088 0.138
H -2.15890 -3.30634 -0.45036 0.244 -0.015 -0.041
H -3.77898 -3.23552 0.19424 -0.116 0.096 -0.133
H -2.30941 -5.88982 0.26583 0.074 -0.167 -0.067
H -3.11388 -5.35655 -1.22844 -0.012 -0.147 -0.102
H -4.05204 -5.58094 0.24322 -0.034 -0.180 0.057
C 0.67491 6.06158 -1.02753 -0.021 0.001 0.136
C 0.90929 5.79419 -2.31675 0.008 0.139 0.066
C 0.67455 4.42916 -2.91589 -0.155 -0.296 0.242
O 0.92760 4.31213 -4.10759 0.107 0.052 -0.114
C 0.19376 3.37393 -2.06472 0.030 -0.003 -0.258
C -0.04134 3.62845 -0.76138 0.097 -0.138 -0.060
C 0.17919 5.00094 -0.16341 0.078 0.290 -0.112
O -0.07297 5.15222 1.01441 -0.030 -0.106 0.061
O -0.45965 2.71389 0.07534 -0.027 0.226 0.039
O 1.36602 6.68588 -3.18858 0.002 0.079 -0.004
H 0.84076 7.03696 -0.59265 0.004 0.005 -0.012
H 0.05153 2.39206 -2.49417 0.002 -0.035 0.070
H -0.52234 3.11987 0.96235 -0.061 -0.150 0.094
H 1.43126 6.20254 -4.03622 0.005 -0.078 -0.055
C 5.35683 0.86199 -4.60582 0.155 -0.100 -0.090
C 4.22720 1.26494 -4.00575 0.089 0.136 -0.030
C 3.18721 0.28857 -3.51138 0.033 -0.366 0.053
O 2.21055 0.75962 -2.96810 -0.134 0.152 -0.023
C 3.41746 -1.13204 -3.70770 -0.133 0.045 0.054
C 4.54551 -1.52994 -4.30809 -0.112 -0.047 0.066
C 5.59086 -0.55534 -4.78802 0.007 0.376 0.011
O 6.58682 -1.02488 -5.31284 0.019 -0.136 -0.029
O 4.85318 -2.80095 -4.53538 -0.022 -0.067 0.007
O 3.91643 2.53080 -3.79240 0.042 -0.004 0.014
H 6.10767 1.55267 -4.96198 -0.010 0.021 0.017
H 2.66583 -1.82266 -3.35202 0.018 -0.013 0.017
H 5.72670 -2.78846 -4.97019 0.072 0.035 -0.030
H 3.04761 2.52164 -3.34087 -0.086 0.009 -0.016

[2]
75
Properties=species:S:1:pos:R:3:forces:R:3 method="wB97M-V/def2-TZVPD" charge=+2 de_lowest_ev=0.000 orbital_gap_ha=0.2553 max_force_ev_per_a=1.285
Bi 0.20372 0.04727 0.76290 0.297 -0.072 0.241
C -3.05782 2.15714 -0.64529 -0.101 -0.517 -0.085
C -1.83061 2.14737 -1.54677 0.296 0.116 -0.176
C -1.95642 3.20662 -2.64802 -0.337 -0.095 0.180
P -0.29373 2.25254 -0.53006 -0.718 -0.621 -0.448
C -0.31948 3.59380 0.67293 -0.117 0.299 0.212
C -1.27353 3.32008 1.85052 0.491 0.134 0.252
C -0.54630 4.98232 0.06644 -0.096 0.428 0.166
C 1.16671 2.20280 -1.52553 0.210 -0.029 -0.179
C 1.42379 3.29242 -2.34890 -0.465 0.671 -0.209
C 2.44412 3.31372 -3.26214 0.499 -0.033 -0.032
C 3.25909 2.19644 -3.31899 0.094 -0.573 -0.210
C 3.01991 1.07734 -2.52750 0.012 0.569 -0.078
C 1.99410 1.06072 -1.59258 -0.417 0.191 0.558
N 1.77362 -0.00233 -0.70068 0.200 0.051 -0.014
C 2.23354 -1.30958 -0.98641 0.022 -0.382 -0.256
C 3.58590 -1.61491 -1.16825 -0.626 -0.375 0.108
C 3.99084 -2.90022 -1.49334 -0.106 0.146 0.002
C 3.05010 -3.90910 -1.68203 0.346 0.238 0.084
C 1.71683 -3.64330 -1.47196 -0.158 0.022 0.080
C 1.30348 -2.35782 -1.10063 -0.560 -0.261 0.075
P -0.44372 -2.09699 -0.66777 0.373 0.248 -0.489
C -0.92923 -3.21724 0.69068 -0.850 -0.226 -0.214
C -2.43304 -2.97689 0.95225 0.553 0.221 0.188
C -0.65860 -4.70233 0.55582 -0.060 -0.870 -0.166
C -1.55493 -2.21199 -2.13807 0.016 0.378 0.420
C -1.78557 -3.63995 -2.60652 0.336 -0.572 -0.001
C -1.00216 -1.37713 -3.30408 -0.339 -0.303 -0.014
H -3.91765 1.88359 -1.25500 -0.098 -0.031 0.042
H -3.26189 3.13909 -0.23252 0.053 0.079 0.085
H -2.97165 1.41838 0.16213 -0.130 0.203 -0.005
H -1.73279 1.16140 -2.01869 -0.051 0.086 0.060
H -2.03948 4.19679 -2.20520 0.024 0.091 -0.118
H -2.88821 3.01526 -3.19697 0.227 0.037 0.092
H -1.13936 3.19197 -3.35700 0.177 -0.029 -0.110
H 0.69678 3.55882 1.06335 0.240 -0.008 0.116
H -2.32432 3.52548 1.62928 0.269 -0.185 0.002
H -0.95780 3.99869 2.64926 -0.206 -0.075 -0.022
H -1.12108 2.30669 2.25091 -0.296 0.244 -0.052
H -1.58957 5.11322 -0.25586 0.395 -0.052 -0.087
H 0.16299 5.25376 -0.72602 -0.367 -0.207 0.135
H -0.38084 5.71951 0.85817 -0.055 -0.096 -0.009
H 0.78549 4.16055 -2.28889 -0.102 0.041 -0.013
H 2.63250 4.17630 -3.89015 -0.066 -0.073 0.107
H 4.09807 2.16441 -4.00549 -0.074 0.020 0.029
H 3.66184 0.23402 -2.59405 0.393 -0.338 -0.257
H 4.29694 -0.83889 -1.02969 0.588 0.410 0.185
H 5.05120 -3.10615 -1.58389 -0.098 -0.037 -0.080
H 3.36853 -4.89729 -1.94819 0.090 -0.320 -0.093
H 0.99588 -4.45029 -1.56353 0.096 0.164 -0.028
H -0.34237 -2.88422 1.53851 0.103 0.316 0.350
H -3.03859 -3.25485 0.09470 -0.078 -0.114 -0.037
H -2.63568 -1.93400 1.19392 -0.116 0.147 0.005
H -2.72724 -3.57545 1.80798 -0.161 -0.071 0.053
H -1.10788 -5.14517 -0.34656 0.193 0.161 0.345
H -1.10458 -5.23112 1.41829 0.193 0.302 -0.329
H 0.40671 -4.92898 0.56045 -0.030 0.001 -0.026
H -2.50532 -1.79539 -1.77896 0.113 0.045 -0.066
H -0.83897 -4.06552 -2.97033 -0.233 -0.004 0.135
H -2.44222 -3.59645 -3.47249 -0.197 -0.135 0.011
H -2.20994 -4.32239 -1.84916 0.081 0.477 -0.428
H -0.14601 -1.89600 -3.72195 0.165 -0.020 -0.183
H -0.68866 -0.36045 -3.08014 -0.030 0.080 0.265
H -1.78825 -1.33351 -4.06592 0.227 0.050 0.022
C -0.64610 -0.06273 6.77867 -0.665 -0.562 0.079
N 0.57663 0.14871 6.05987 1.189 0.171 -0.456
C 1.82875 -0.09070 6.78039 -0.108 -0.491 0.237
C 0.63331 0.50226 4.79766 -0.159 -0.071 0.611
N 0.72348 0.83436 3.69183 -0.113 0.070 -0.496
H -0.65586 0.52207 7.68937 0.097 0.057 0.272
H -0.78436 -1.13209 7.01524 0.074 0.401 0.003
H -1.47617 0.26869 6.17680 -0.318 0.049 -0.205
H 1.89727 0.56263 7.63582 -0.093 0.247 0.334
H 2.69882 0.08095 6.17263 0.137 0.143 -0.484
H 1.86704 -1.12672 7.12540 -0.077 0.041 0.012

[3]
83
Properties=species:S:1:pos:R:3:forces:R:3 method="wB97M-V/def2-TZVPD" smiles="C=CCc1ccc2nccnc2c1.CCOC(=O)OC.CCOC(=O)OC.CCOC(=O)OC.CCOC(=O)OC" de_lowest_ev=7.175 orbital_gap_ha=0.2785 max_force_ev_per_a=5.570
C 4.75265 1.86247 -3.26023 -1.224 1.777 -1.584
C 4.19140 3.02173 -3.90740 0.713 -1.867 1.626
C 3.10082 3.99349 -3.22172 0.740 -0.052 -1.011
C 1.63355 3.30896 -3.28289 -2.586 -2.184 0.177
C 0.39757 4.18360 -3.69638 -1.971 -4.001 0.738
C -0.98919 3.50441 -3.75497 3.058 -0.368 0.486
C -1.25283 1.97861 -3.44660 1.283 1.283 -0.161
N -2.59993 1.49796 -3.58921 3.506 -3.976 1.709
C -2.66307 0.11396 -3.25610 1.798 1.226 0.094
C -1.44245 -0.76144 -2.79815 0.736 2.353 -0.766
N -0.10506 -0.27894 -2.70117 -4.770 1.899 -1.126
C -0.03607 1.11814 -3.03019 0.617 1.613 -0.158
C 1.37628 1.82621 -2.94942 -1.367 2.441 -0.855
H 5.20682 1.85720 -2.21404 -1.818 -0.202 -1.084
H 4.66286 0.87774 -3.85973 1.546 1.787 0.707
H 4.52979 3.21448 -4.99274 -1.737 -0.790 1.392
H 3.06253 4.93420 -3.89553 -0.112 -1.341 1.395
H 3.39822 4.27969 -2.14989 -0.575 -0.484 -1.530
H 0.46649 5.30222 -3.93491 0.032 -1.963 0.404
H -1.87973 4.14579 -4.05765 1.291 -1.116 0.484
H -3.69099 -0.39696 -3.32828 1.796 0.932 0.107
H -1.63263 -1.87177 -2.56530 0.409 1.961 -0.404
H 2.25039 1.17645 -2.61472 -1.367 1.001 -0.605
C 1.90553 -0.43542 1.27097 -0.106 0.289 0.145
C 3.37103 -0.80143 1.12639 -0.512 -0.455 0.005
O 4.19740 0.36872 1.08089 0.354 0.242 0.327
C 4.40026 0.98392 2.25804 -0.213 0.021 -0.178
O 3.96058 0.63824 3.32776 0.280 0.120 -0.410
O 5.15797 2.07221 2.03246 -0.175 -0.440 -0.001
C 5.35979 2.88296 3.18920 0.154 0.345 0.330
H 1.60272 0.25577 0.47945 0.035 -0.182 -0.067
H 1.27789 -1.32821 1.22201 0.086 0.044 -0.057
H 1.71184 0.06624 2.22119 0.086 -0.145 -0.006
H 3.51873 -1.32536 0.17876 0.212 0.286 0.040
H 3.70067 -1.47551 1.92237 0.008 0.252 0.036
H 5.76354 2.29861 4.01871 -0.200 0.004 -0.092
H 4.42017 3.36080 3.47551 0.080 -0.154 0.098
H 6.08050 3.66103 2.93369 -0.088 -0.187 -0.229
C -7.59817 -5.64666 -2.46078 -0.090 0.274 0.143
C -6.13222 -6.01247 -2.60235 -0.524 -0.489 0.003
O -5.30608 -4.84187 -2.64910 0.356 0.291 0.423
C -5.10602 -4.22513 -1.47363 -0.179 -0.022 -0.368
O -5.54872 -4.56947 -0.40361 0.586 0.264 -0.842
O -4.34869 -3.13651 -1.69891 -0.164 -0.421 0.026
C -4.15006 -2.32325 -0.54301 0.120 0.338 0.338
H -7.90004 -4.95746 -3.25419 0.047 -0.171 -0.049
H -8.22515 -6.53991 -2.50853 0.088 0.046 -0.034
H -7.79304 -5.14303 -1.51188 0.069 -0.149 -0.012
H -5.98267 -6.53833 -3.54845 0.225 0.287 0.050
H -5.80353 -6.68451 -1.80425 0.004 0.249 0.034
H -3.74763 -2.90519 0.28896 -0.178 0.009 -0.097
H -5.09058 -1.84524 -0.25976 0.081 -0.143 0.092
H -3.43041 -1.54615 -0.80400 -0.096 -0.173 -0.172
C -7.34411 -5.30395 1.60630 -0.176 -0.245 0.218
C -7.72125 -5.06952 3.05726 0.556 0.031 -0.369
O -9.11653 -5.31566 3.28040 -0.364 -0.447 0.320
C -9.47858 -6.60798 3.32830 0.109 0.277 -0.223
O -8.74430 -7.55906 3.20874 -0.340 0.326 0.158
O -10.81140 -6.65972 3.50512 0.419 0.058 0.029
C -11.34591 -7.98142 3.46457 -0.257 -0.359 0.026
H -7.98029 -4.71083 0.94357 0.145 0.122 0.107
H -6.30400 -5.03651 1.43120 -0.274 -0.017 0.179
H -7.48002 -6.35020 1.32398 0.072 0.029 0.125
H -7.54502 -4.02076 3.30923 -0.340 -0.109 0.081
H -7.11060 -5.67153 3.73663 -0.210 -0.096 -0.093
H -10.83770 -8.63740 4.17456 0.062 0.081 -0.190
H -11.27234 -8.38061 2.45038 0.117 -0.061 0.147
H -12.39987 -7.92526 3.73981 0.158 0.269 -0.025
C 10.97764 5.21242 1.03955 0.169 0.251 0.097
C 9.46517 5.12482 1.12639 0.378 -0.315 -0.458
O 8.96603 5.87158 2.24322 -0.295 0.441 0.065
C 8.94565 7.20645 2.08939 0.206 -0.143 0.084
O 9.29873 7.81602 1.10913 -0.245 -0.231 0.384
O 8.48926 7.74914 3.23211 0.060 -0.271 -0.399
C 8.52033 9.17541 3.24420 -0.050 0.466 0.100
H 11.43470 4.90366 1.98368 -0.091 -0.129 -0.097
H 11.35570 4.57540 0.23665 -0.072 0.005 0.077
H 11.30670 6.23553 0.84748 -0.113 -0.079 -0.092
H 9.17440 4.08416 1.29012 -0.144 0.228 0.241
H 8.98651 5.45102 0.19848 0.061 0.167 0.180
H 7.99308 9.59152 2.38312 0.191 -0.102 0.018
H 9.55532 9.52388 3.26757 -0.115 0.006 -0.160
H 8.01964 9.51380 4.15218 0.038 -0.312 -0.040

Number 1: E_tot -2514.07087 a.u.. Number 2: E_tot -2115.08053 a.u.. Number 3: E_tot -2066.17209 a.u..